Here is a molecular structure, C26H34ClF5N3O5Zn from OMol25. Energies are from ωB97M-V/def2-TZVPD.

Computed properties:
Energy relative to the best compared isomer or geometry (same formula, charge and spin), kcal/mol: 20.61
Total energy, eV: -116747.8184
Highest occupied orbital energy, eV: -3.345
Gap between HOMO and LUMO, Ha: 0.2025
Net charge: -1
Molecular weight, g/mol: 664.407

The geometry in XYZ format:
```
75
C26H34ClF5N3O5Zn (ωB97M-V/def2-TZVPD)
O 2.06 -0.08 -2.92
C 2.53 -1.16 -2.58
C 1.78 -2.44 -2.62
C 0.41 -2.47 -2.29
H -0.07 -1.56 -1.88
C -0.35 -3.60 -2.60
H -1.43 -3.61 -2.39
C 0.25 -4.71 -3.21
H -0.36 -5.54 -3.59
C 1.66 -4.76 -3.30
H 2.16 -5.68 -3.67
C 2.43 -3.65 -2.94
H 3.52 -3.64 -3.00
H 3.51 -1.26 -2.06
C 3.57 -0.75 1.85
C 2.17 -1.23 2.17
H 4.33 -1.55 1.90
H 3.86 0.07 2.53
H 3.65 -0.34 0.82
C 1.76 -2.50 1.98
C 2.20 -3.85 2.48
H 0.87 -2.60 1.33
H 2.51 -4.49 1.63
H 1.34 -4.36 2.92
H 3.02 -3.80 3.22
Zn 0.86 0.22 1.93
Cl -0.16 -1.10 3.58
C -1.67 1.32 2.93
O -0.66 1.65 2.24
N -2.42 2.20 3.58
C -2.09 3.61 3.49
C -3.41 1.78 4.56
H -1.94 0.27 3.06
H -1.47 3.74 2.60
H -1.52 3.93 4.37
H -3.01 4.19 3.42
H -3.57 0.70 4.44
H -4.35 2.31 4.41
H -3.06 1.96 5.59
H -1.04 0.13 -5.28
H -2.76 1.85 -4.00
C -0.80 -0.15 -4.25
C -2.32 1.42 -3.08
N -0.96 0.98 -3.34
H 0.23 -0.50 -4.20
C 0.08 1.75 -2.94
O 0.05 2.53 -1.97
H -2.30 2.17 -2.29
H 0.98 1.62 -3.56
H -1.48 -0.96 -3.93
H -2.93 0.56 -2.77
H 3.75 4.69 1.56
H 3.68 4.78 -1.13
C 3.91 3.62 1.42
C 3.85 3.69 -1.07
N 3.31 3.17 0.18
H 3.49 3.08 2.27
C 2.32 2.28 0.17
O 1.87 1.79 1.24
H 3.31 3.19 -1.88
H 1.95 2.00 -0.82
H 4.99 3.45 1.39
H 4.92 3.48 -1.13
F -6.57 -0.94 1.06
C -5.28 -0.79 0.72
C -4.50 -1.92 0.44
F -5.07 -3.14 0.45
C -3.15 -1.78 0.18
F -2.41 -2.88 -0.07
C -2.48 -0.51 0.19
O -1.22 -0.39 0.03
C -3.36 0.61 0.40
F -2.82 1.85 0.37
C -4.70 0.48 0.68
F -5.45 1.57 0.96
```



Here is a molecular structure, C26H34F6N2NbO2Sn from OMol25. Energies are from ωB97M-V/def2-TZVPD.

Computed properties:
Energy relative to the best compared isomer or geometry (same formula, charge and spin), kcal/mol: 0.00
Total energy, eV: -58260.2034
Highest occupied orbital energy, eV: -10.753
Gap between HOMO and LUMO, Ha: 0.1407
Net charge: +1
Molecular weight, g/mol: 732.175

The geometry in XYZ format:
```
72
C26H34F6N2NbO2Sn (ωB97M-V/def2-TZVPD)
C -4.51 3.70 0.73
C -4.37 3.16 -0.48
C -3.36 3.67 -1.42
O -2.88 4.76 -1.32
O -3.03 2.77 -2.36
C -1.76 3.03 -2.97
C -0.59 2.57 -2.11
C 0.58 3.56 -2.07
C 1.92 2.85 -1.88
C 2.05 2.38 -0.41
C 2.88 1.09 -0.22
Nb 1.64 -0.65 0.44
F 0.02 0.17 -0.36
N 0.60 -2.39 1.04
C -0.18 -2.79 -0.10
C -1.55 -2.11 -0.36
C -1.35 -1.58 -1.76
C -2.48 -0.73 -2.36
C 2.20 -1.69 -1.52
C 2.86 -2.91 -1.56
C 3.08 -3.48 -2.78
C 2.66 -2.91 -3.95
N 2.05 -1.73 -3.96
C 1.85 -1.17 -2.75
C 1.39 0.39 2.49
F 2.63 0.46 3.07
F 0.92 1.68 2.40
C 0.50 -0.35 3.45
C -0.86 -0.28 3.29
C -1.69 -0.92 4.16
C -1.17 -1.63 5.20
C 0.19 -1.71 5.36
C 0.76 -2.47 6.50
F 2.04 -2.19 6.71
F 0.67 -3.79 6.27
F 0.12 -2.23 7.64
C 1.03 -1.06 4.48
H -4.59 3.08 1.60
H -4.58 4.76 0.90
H -5.02 2.34 -0.75
H -1.77 2.46 -3.89
H -1.65 4.06 -3.28
H -0.25 1.59 -2.43
H -0.97 2.46 -1.10
H 0.60 4.15 -2.98
H 0.43 4.22 -1.22
H 2.01 2.02 -2.58
H 2.67 3.61 -2.03
H 2.58 3.17 0.12
H 1.07 2.35 0.04
H 3.70 1.27 0.47
H 3.37 0.87 -1.17
H 3.13 -1.39 1.14
H 1.12 -3.14 1.49
H -0.40 -3.85 -0.02
H 0.39 -2.68 -1.05
H -1.80 -1.23 0.21
H -2.33 -2.86 -0.32
H -0.47 -0.94 -1.74
H -1.07 -2.46 -2.40
H -3.00 -0.21 -1.57
H -3.14 -1.35 -2.95
H -2.06 0.02 -3.01
H 3.18 -3.39 -0.65
H 3.57 -4.44 -2.84
H 2.84 -3.42 -4.88
H 1.33 -0.22 -2.75
H -1.23 0.30 2.46
H -2.75 -0.81 4.01
H -1.84 -2.11 5.89
H 2.08 -1.13 4.66
Sn -0.01 -2.61 -3.87
```



Here is a molecular structure, C26H34FeN5PSe2Te2 from OMol25. Energies are from ωB97M-V/def2-TZVPD.

Computed properties:
Energy relative to the best compared isomer or geometry (same formula, charge and spin), kcal/mol: 0.00
2S+1: 6
<S²>: 8.831
Total energy, eV: -223913.1028
Highest occupied orbital energy (alpha / beta), eV: -2.164 / -3.284
Gap between HOMO and LUMO (alpha / beta), Ha: 0.1693 / 0.1978
Net charge: -1
Molecular weight, g/mol: 916.532

The geometry in XYZ format:
```
71
C26H34FeN5PSe2Te2 (ωB97M-V/def2-TZVPD)
Fe -0.31 -0.92 -1.48
C -3.89 -0.07 4.65
C -3.12 0.05 3.37
C -2.91 1.28 2.77
C -2.19 1.37 1.57
C -1.64 0.25 0.91
N -0.87 0.36 -0.22
C -0.22 1.53 -0.46
C 0.59 2.16 0.51
C 1.15 3.43 0.30
C 0.93 4.11 -0.90
C 1.51 5.47 -1.14
C 0.21 3.46 -1.91
C -0.33 2.17 -1.71
N -0.97 1.51 -2.79
C -1.51 2.07 -3.94
C -2.02 1.04 -4.70
C -1.71 -0.11 -3.96
N -1.04 0.16 -2.85
C -1.95 -1.02 1.47
C -2.67 -1.10 2.70
N -1.60 -2.25 0.82
C -1.81 -3.55 1.28
C -1.37 -4.42 0.31
C -0.91 -3.58 -0.71
N -1.04 -2.30 -0.41
H -3.81 0.85 5.24
H -3.49 -0.88 5.26
H -4.94 -0.27 4.44
H -3.28 2.20 3.23
H -2.06 2.36 1.14
H 0.76 1.66 1.46
H 1.74 3.88 1.09
H 1.72 5.97 -0.19
H 0.80 6.10 -1.69
H 2.44 5.39 -1.71
H 0.11 3.96 -2.87
H -1.53 3.14 -4.08
H -2.55 1.12 -5.63
H -1.94 -1.14 -4.18
H -2.91 -2.05 3.15
H -2.24 -3.75 2.25
H -1.39 -5.50 0.33
H -0.47 -3.84 -1.66
Se 1.55 -0.93 -3.11
Te 2.00 -2.15 -5.33
Te -0.41 -3.54 -5.33
Se -1.24 -2.54 -3.11
C 0.42 -1.55 2.58
C 1.31 -0.55 1.86
P 1.48 -0.92 0.08
C 2.58 0.39 -0.57
C 3.50 1.08 0.42
C 2.48 -2.45 0.02
C 3.84 -2.42 0.69
H 0.31 -1.26 3.63
H 0.84 -2.56 2.56
H -0.58 -1.59 2.14
H 2.29 -0.53 2.36
H 0.87 0.44 1.97
H 1.95 1.15 -1.02
H 3.18 -0.03 -1.39
H 2.93 1.64 1.16
H 4.14 1.80 -0.11
H 4.16 0.38 0.94
H 2.63 -2.71 -1.04
H 1.90 -3.26 0.45
H 4.52 -1.72 0.19
H 4.30 -3.41 0.63
H 3.78 -2.15 1.75
H -2.00 -0.92 -1.48
```



Here is a single C26H34N2O2 molecule from OMol25. Energies are from ωB97M-V/def2-TZVPD.

Computed properties:
Energy relative to the best compared isomer or geometry (same formula, charge and spin), kcal/mol: 4.15
Total energy, eV: -34591.3801
Highest occupied orbital energy, eV: -8.879
Gap between HOMO and LUMO, Ha: 0.3510
Molecular weight, g/mol: 406.570
SMILES string: CCCCC[C@H]1CN(CCc2ccccc2)C(=O)[C@@H]1CC(=O)NCc1ccccc1

The geometry in XYZ format:
```
64
C26H34N2O2 (ωB97M-V/def2-TZVPD)
C -4.47 -3.40 1.65
C -3.60 -2.15 1.58
C -2.34 -2.28 2.43
C -1.47 -1.02 2.36
C -0.16 -1.15 3.16
C 1.10 -1.31 2.31
C 1.09 -2.47 1.31
N 1.91 -2.00 0.22
C 2.28 -2.85 -0.88
C 1.10 -3.08 -1.85
C 0.56 -1.75 -2.30
C 1.24 -1.02 -3.26
C 0.80 0.25 -3.60
C -0.31 0.80 -2.99
C -0.99 0.07 -2.03
C -0.56 -1.20 -1.69
C 2.11 -0.67 0.22
O 2.75 -0.06 -0.62
C 1.43 -0.08 1.45
C 2.30 0.96 2.17
C 2.07 2.39 1.67
O 1.77 3.29 2.42
N 2.24 2.54 0.34
C 2.05 3.81 -0.31
C 0.74 3.90 -1.05
C 0.68 4.39 -2.35
C -0.54 4.51 -3.00
C -1.71 4.12 -2.37
C -1.65 3.62 -1.08
C -0.44 3.51 -0.43
H -5.36 -3.28 1.04
H -3.92 -4.27 1.30
H -4.78 -3.58 2.68
H -3.32 -1.97 0.54
H -4.18 -1.28 1.92
H -1.77 -3.15 2.09
H -2.63 -2.46 3.47
H -2.06 -0.19 2.76
H -1.26 -0.79 1.32
H -0.24 -2.01 3.83
H -0.03 -0.27 3.78
H 1.94 -1.46 3.00
H 1.50 -3.39 1.73
H 0.07 -2.68 0.96
H 3.08 -2.34 -1.41
H 2.65 -3.80 -0.49
H 1.46 -3.66 -2.70
H 0.32 -3.66 -1.34
H 2.11 -1.43 -3.73
H 1.34 0.82 -4.35
H -0.64 1.79 -3.25
H -1.86 0.49 -1.55
H -1.11 -1.77 -0.95
H 0.51 0.40 1.10
H 2.07 0.96 3.23
H 3.35 0.72 2.04
H 2.48 1.73 -0.22
H 2.88 4.00 -1.00
H 2.06 4.58 0.48
H 1.59 4.70 -2.85
H -0.57 4.90 -4.01
H -2.65 4.21 -2.88
H -2.57 3.32 -0.59
H -0.40 3.14 0.58
```



Here is a molecular structure, C26H34N4O2W from OMol25. Energies are from ωB97M-V/def2-TZVPD.

Computed properties:
Energy relative to the best compared isomer or geometry (same formula, charge and spin), kcal/mol: 19.00
2S+1: 3
<S²>: 2.019
Total energy, eV: -39380.7400
Highest occupied orbital energy (alpha / beta), eV: -12.964 / -13.455
Gap between HOMO and LUMO (alpha / beta), Ha: 0.2293 / 0.2372
Net charge: +2
Molecular weight, g/mol: 618.424

The geometry in XYZ format:
```
67
C26H34N4O2W (ωB97M-V/def2-TZVPD)
W 0.45 0.75 -0.29
C -2.34 -1.37 -1.63
C -0.94 -1.09 -2.07
C -0.52 0.23 -2.42
C 0.60 0.39 -3.28
C 1.34 -0.70 -3.68
C 0.98 -1.98 -3.27
C -0.14 -2.17 -2.48
H -2.73 -0.65 -0.91
H -2.43 -2.38 -1.21
H -2.98 -1.34 -2.51
H -1.29 0.99 -2.50
H 0.81 1.37 -3.69
H 2.18 -0.57 -4.35
H 1.53 -2.84 -3.63
H -0.47 -3.17 -2.25
C -1.32 2.93 1.20
N -1.62 1.84 0.24
C -2.37 2.48 -0.87
C -2.46 0.90 0.99
C -3.78 1.16 1.33
C -4.45 0.31 2.19
C -3.77 -0.73 2.80
C -2.47 -1.01 2.46
C -1.82 -0.26 1.46
N -0.60 -0.59 0.87
C -0.17 -1.92 0.91
C -0.96 -3.05 1.12
C -0.38 -4.30 1.27
C 0.99 -4.45 1.19
C 1.78 -3.36 0.85
C 1.20 -2.11 0.67
N 1.98 -0.92 0.31
C 2.94 -1.30 -0.75
C 2.74 -0.53 1.51
H -2.25 3.40 1.55
H -0.82 2.53 2.09
H -0.73 3.71 0.70
H -3.08 3.22 -0.50
H -1.67 3.01 -1.52
H -2.93 1.73 -1.44
H -4.29 2.02 0.92
H -5.49 0.50 2.42
H -4.27 -1.34 3.54
H -1.94 -1.80 2.96
H -2.03 -2.96 1.16
H -1.00 -5.15 1.47
H 1.45 -5.41 1.36
H 2.84 -3.50 0.73
H 3.74 -1.94 -0.36
H 2.41 -1.85 -1.53
H 3.41 -0.42 -1.19
H 3.32 -1.37 1.89
H 3.44 0.27 1.26
H 2.05 -0.21 2.30
N 1.73 2.38 1.36
C 2.99 3.01 0.87
C 2.76 3.58 -0.55
C 1.85 2.53 -1.14
O 0.61 2.73 -1.20
O 2.28 1.36 -1.29
H 1.08 3.16 1.48
H 1.92 2.03 2.30
H 3.77 2.25 0.82
H 3.32 3.81 1.54
H 3.71 3.64 -1.09
H 2.27 4.55 -0.54
```



Here is a single C26H34N4O6 molecule from OMol25. Energies are from ωB97M-V/def2-TZVPD.

Computed properties:
Energy relative to the best compared isomer or geometry (same formula, charge and spin), kcal/mol: 3.06
Total energy, eV: -45758.6973
Highest occupied orbital energy, eV: -8.401
Gap between HOMO and LUMO, Ha: 0.3339
Molecular weight, g/mol: 498.580
SMILES string: C=CCN(C(=O)CCC(=O)Nc1cc(C)on1)[C@H](C(=O)NC1CCCC1)c1ccc(OC)cc1OC

The geometry in XYZ format:
```
70
C26H34N4O6 (ωB97M-V/def2-TZVPD)
C -1.64 -0.28 -3.11
C -0.34 -0.45 -3.32
C 0.71 0.49 -2.78
N 0.87 0.31 -1.34
C 0.37 1.27 -0.53
O -0.24 2.22 -1.00
C 0.55 1.10 0.97
C -0.24 2.15 1.76
C -1.71 1.76 1.85
O -2.21 1.29 2.84
N -2.38 1.98 0.68
C -3.65 1.56 0.41
C -4.68 1.17 1.31
C -5.72 0.83 0.50
C -7.09 0.34 0.78
O -5.35 0.99 -0.79
N -4.06 1.44 -0.83
C 1.67 -0.82 -0.91
C 0.84 -1.71 0.07
O 1.28 -2.19 1.09
N -0.41 -1.92 -0.39
C -1.44 -2.59 0.37
C -2.05 -3.77 -0.39
C -3.44 -3.90 0.23
C -3.90 -2.45 0.35
C -2.62 -1.65 0.68
C 3.06 -0.51 -0.39
C 3.81 -1.56 0.10
C 5.09 -1.40 0.60
C 5.66 -0.13 0.60
O 6.90 0.18 1.06
C 7.68 -0.85 1.62
C 4.93 0.94 0.07
C 3.65 0.77 -0.44
O 2.95 1.79 -1.00
C 3.48 3.09 -0.99
H -2.02 0.57 -2.57
H -2.37 -0.98 -3.48
H 0.02 -1.31 -3.88
H 0.39 1.52 -2.93
H 1.67 0.33 -3.27
H 1.62 1.20 1.19
H 0.25 0.11 1.28
H 0.15 2.20 2.78
H -0.14 3.13 1.28
H -1.83 2.30 -0.12
H -4.62 1.16 2.38
H -7.24 -0.63 0.31
H -7.23 0.24 1.85
H -7.82 1.03 0.37
H 1.79 -1.46 -1.80
H -0.71 -1.47 -1.25
H -0.96 -2.94 1.29
H -2.13 -3.52 -1.45
H -1.45 -4.68 -0.29
H -3.36 -4.35 1.21
H -4.11 -4.50 -0.38
H -4.31 -2.11 -0.60
H -4.66 -2.32 1.12
H -2.61 -1.33 1.72
H -2.55 -0.76 0.05
H 3.38 -2.55 0.11
H 5.62 -2.25 0.98
H 7.18 -1.30 2.49
H 7.90 -1.63 0.88
H 8.60 -0.38 1.94
H 5.42 1.90 0.06
H 2.71 3.72 -1.43
H 3.69 3.43 0.03
H 4.39 3.15 -1.60
```



Here is a molecular structure, C26H34N4SSb2Se5Si2W from OMol25. Energies are from ωB97M-V/def2-TZVPD.

Computed properties:
Energy relative to the best compared isomer or geometry (same formula, charge and spin), kcal/mol: 59.88
Total energy, eV: -401701.9147
Highest occupied orbital energy, eV: -1.596
Gap between HOMO and LUMO, Ha: 0.1877
Net charge: -2
Molecular weight, g/mol: 1312.985

The geometry in XYZ format:
```
75
C26H34N4SSb2Se5Si2W (ωB97M-V/def2-TZVPD)
W 0.26 0.22 -2.27
N 4.62 -0.29 0.50
C 4.52 0.45 1.69
C 5.26 0.14 2.82
C 5.13 0.92 3.96
C 4.25 1.99 3.99
C 3.48 2.28 2.86
C 3.65 1.54 1.70
S 2.77 1.93 0.23
N 2.55 0.38 -0.40
C 3.44 -0.51 -0.22
C 3.24 -1.85 -0.82
C 4.03 -2.94 -0.47
C 3.89 -4.12 -1.19
C 2.99 -4.16 -2.23
C 2.20 -3.05 -2.46
N 2.29 -1.93 -1.75
H 5.26 -1.06 0.51
H 5.93 -0.71 2.81
H 5.72 0.69 4.84
H 4.13 2.58 4.88
H 2.76 3.08 2.87
H 4.73 -2.89 0.36
H 4.49 -4.99 -0.93
H 2.86 -5.04 -2.84
H 1.45 -3.06 -3.24
C 0.28 -1.08 1.43
Si -0.53 -1.32 -0.29
C -0.39 -3.21 -0.52
C -2.35 -1.04 0.12
C -2.94 -1.54 1.29
C -4.26 -1.28 1.60
C -5.03 -0.51 0.73
C -4.46 -0.03 -0.44
C -3.12 -0.29 -0.76
Si -2.36 0.29 -2.41
C -3.13 2.00 -2.74
C -3.20 -0.87 -3.63
H 0.13 -1.99 2.03
H -0.22 -0.26 1.94
H 1.34 -0.86 1.41
H -1.09 -3.67 0.19
H 0.61 -3.57 -0.28
H -0.65 -3.56 -1.52
H -2.34 -2.14 1.98
H -4.69 -1.66 2.52
H -6.06 -0.30 0.97
H -5.08 0.56 -1.12
H -3.88 1.92 -3.53
H -2.42 2.77 -3.05
H -3.61 2.37 -1.83
H -4.25 -0.55 -3.70
H -3.19 -1.90 -3.28
H -2.77 -0.82 -4.63
Se 0.72 3.95 -4.64
Sb -0.06 1.68 -4.55
Se 2.06 0.46 -3.93
Se -0.26 2.07 -1.03
Se -1.53 1.19 -6.39
C -0.23 2.70 2.69
Sb -2.25 2.10 2.21
C -2.73 4.01 1.34
C -3.00 2.65 4.17
H -0.25 3.54 3.40
H 0.27 3.00 1.77
H 0.33 1.87 3.13
H -2.41 4.82 1.99
H -3.80 4.08 1.16
H -2.21 4.09 0.38
H -2.80 3.70 4.37
H -2.51 2.04 4.93
H -4.07 2.47 4.23
Se -0.79 -3.74 -5.24
C -0.51 -2.30 -4.22
N -0.25 -1.43 -3.48
```



What are the max |F| values for these records? In order: 3.75 3.51 5.14 0.59 2.18 1.30 1.41 eV/Å.